# 1
Density functional theory data (wB97M-V/def2-TZVPD) for C4H8N2S in the gas phase at a distorted geometry.

The energy relative to the best compared isomer or geometry (same formula, charge and spin) is 6.4255 eV. The calculation puts the maximum force at 6.00 eV/A. The SMILES is S/N=C\[C@@H]1CCN1. The value obtained for the LUMO energy is 0.500 eV.

```
15
Properties=species:S:1:pos:R:3:forces:R:3:mulliken_charge:R:1
S -1.395 1.010 -2.324 -1.299 0.062 2.644 -0.184
N -0.140 0.027 -2.679 0.180 0.404 -1.321 -0.411
C 0.568 -0.478 -1.793 4.551 -2.035 -1.112 0.057
C 0.505 -0.378 -0.353 -4.364 1.859 3.682 -0.406
C -0.466 -0.949 0.893 -3.043 0.348 0.742 -0.440
C -0.113 0.375 1.655 2.804 -1.087 1.195 -0.309
N 0.186 1.042 0.326 2.177 0.807 -1.340 -0.541
H -1.246 0.913 -0.773 -0.403 0.814 -2.767 0.247
H 1.740 -0.916 -2.176 -3.698 0.781 0.955 0.169
H 1.369 -0.605 0.064 4.452 -1.236 1.298 0.467
H -1.601 -0.887 0.643 1.857 0.451 -0.223 0.259
H -0.620 -1.889 1.592 1.787 1.181 -1.868 0.308
H -0.802 0.639 2.521 0.049 0.738 -1.986 0.284
H 0.891 0.344 2.288 -1.536 -0.577 -1.406 0.224
H 1.123 1.753 0.117 -3.514 -2.511 1.507 0.274
```
Positions in Å, forces in eV/Å.

=====

# 2
Density functional theory data (wB97M-V/def2-TZVPD) for C4H8N2S in the gas phase at a distorted geometry.

The energy relative to the best compared isomer or geometry (same formula, charge and spin) is 4.5367 eV. The calculation puts the maximum force at 7.92 eV/A. The SMILES is N/N=C\SC1CC1. The value obtained for the LUMO energy is 0.912 eV.

```
15
Properties=species:S:1:pos:R:3:forces:R:3:mulliken_charge:R:1
N -3.339 -0.592 -0.095 -4.356 4.279 -1.870 -0.432
N -2.716 0.713 -0.079 -3.775 -2.278 0.667 -0.249
C -1.507 0.632 -0.005 3.987 -0.102 -2.163 -0.203
S -0.532 -0.884 -0.274 1.062 2.146 1.501 -0.116
C 0.954 -0.020 0.370 2.956 -1.659 -1.407 -0.305
C 2.104 0.667 -0.428 -4.480 -4.359 -4.862 -0.493
C 2.367 -0.680 0.022 -0.506 -1.572 1.226 -0.510
H -2.987 -1.278 0.501 0.635 -0.972 1.588 0.200
H -4.397 -0.303 0.011 2.910 -1.701 0.079 0.267
H -0.957 1.515 -0.322 0.316 0.152 0.848 0.367
H 1.116 0.377 1.345 -1.494 -0.255 1.010 0.417
H 1.912 0.758 -1.490 0.210 0.712 0.034 0.241
H 2.489 1.347 0.129 2.686 4.778 2.697 0.345
H 3.031 -0.600 0.867 0.161 -0.888 0.290 0.206
H 2.462 -1.652 -0.551 -0.314 1.720 0.360 0.265
```
Positions in Å, forces in eV/Å.

=====

# 3
Density functional theory data (wB97M-V/def2-TZVPD) for C4H8N2S in the gas phase at a distorted geometry.

The energy relative to the best compared isomer or geometry (same formula, charge and spin) is 4.4240 eV. The calculation puts the maximum force at 5.41 eV/A. The value obtained for the LUMO energy is 0.618 eV.

```
15
Properties=species:S:1:pos:R:3:forces:R:3:mulliken_charge:R:1
C 0.369 -1.176 0.327 0.395 4.325 -3.219 0.068
C 0.969 0.856 -0.348 0.169 -0.740 2.622 -0.418
C -0.223 -1.485 -1.059 1.354 -3.960 3.032 -1.126
C 0.519 2.058 0.520 0.165 -0.827 0.002 -1.065
N 1.586 -1.682 0.629 0.883 0.077 0.742 -0.157
N 2.645 -1.083 0.457 0.296 -1.686 0.061 -0.195
S 2.668 0.468 -0.210 -0.700 0.959 -0.377 0.016
H -0.348 -1.133 1.114 -0.348 -0.074 0.597 0.368
H 0.528 0.697 -1.290 -0.309 0.238 -1.013 0.469
H -0.906 -0.819 -1.409 -2.228 1.961 -0.395 0.426
H -0.713 -2.428 -0.662 0.000 0.369 -1.988 0.305
H 0.490 -1.629 -1.866 0.337 -0.408 0.349 0.324
H -0.467 2.448 0.321 -0.361 -0.110 -0.478 0.332
H 1.188 2.910 0.564 0.392 0.077 -0.504 0.340
H 0.489 1.717 1.540 -0.046 -0.201 0.569 0.313
```
Positions in Å, forces in eV/Å.

=====

# 4
Density functional theory data (wB97M-V/def2-TZVPD) for C4H8N2S in the gas phase at a distorted geometry.

The energy relative to the best compared isomer or geometry (same formula, charge and spin) is 3.4806 eV. The calculation puts the maximum force at 6.36 eV/A. The SMILES is C/C(=N/S)[C@H]1CN1. The value obtained for the LUMO energy is 0.725 eV.

```
15
Properties=species:S:1:pos:R:3:forces:R:3:mulliken_charge:R:1
C -1.495 -1.617 0.007 1.441 1.218 1.176 -1.065
C -0.137 -0.897 -0.225 0.485 0.081 -0.211 0.580
N 0.860 -1.707 -0.140 0.618 2.472 0.244 -0.565
S 2.502 -0.965 0.009 -0.316 -2.265 0.243 -0.212
C -0.155 0.706 -0.350 -2.612 -5.770 0.578 -0.161
C 0.384 1.508 0.727 0.439 -0.443 1.775 -0.346
N 0.927 1.507 -0.637 1.774 0.605 0.106 -0.596
H -2.016 -1.010 0.773 0.000 -0.328 -0.238 0.294
H -1.170 -2.561 0.480 -0.743 0.217 -0.603 0.351
H -2.143 -1.682 -0.848 -0.084 -0.296 -0.430 0.282
H 2.381 0.240 -0.491 -0.340 0.701 -0.396 0.204
H -1.124 0.935 -0.756 -0.302 0.504 -0.106 0.447
H -0.273 2.291 1.015 -0.079 0.848 0.306 0.307
H 0.956 1.016 1.579 -0.458 0.741 -1.600 0.206
H 0.504 2.234 -1.143 0.175 1.715 -0.844 0.274
```
Positions in Å, forces in eV/Å.

=====

# 5
Density functional theory data (wB97M-V/def2-TZVPD) for a molecular structure, C4H8N2S at a distorted geometry.

The energy relative to the best compared isomer or geometry (same formula, charge and spin) is 2.4782 eV. The calculation puts the maximum force at 3.96 eV/A. The spin multiplicity is 3. The value obtained for the LUMO energy (spin up / spin down) is 0.885 / -2.432 eV. As for the expectation value of S²: 2.018.

```
15
Properties=species:S:1:pos:R:3:forces:R:3:mulliken_spin:R:1
C 0.747 0.013 -0.198 0.430 0.507 -0.738 -0.021
C -1.899 -0.448 -0.114 3.921 -0.439 0.271 0.503
C 2.159 -0.374 -0.570 0.486 0.304 -2.507 0.035
C 0.480 1.414 0.291 2.085 0.417 -0.878 0.065
N -0.082 -0.921 -0.351 -3.710 0.409 0.005 0.314
N -2.468 -1.248 0.807 -1.293 -1.981 2.032 0.187
S -2.583 0.726 -0.994 -0.156 1.060 -1.186 0.970
H 2.546 0.126 -1.559 -1.257 -0.621 1.543 0.002
H 2.867 0.013 0.129 0.538 -0.282 0.890 -0.001
H 2.202 -1.454 -0.795 0.250 0.513 0.569 -0.004
H -0.512 1.346 0.702 -0.100 0.668 0.756 -0.034
H 1.403 1.685 0.936 -1.960 -0.225 -0.476 0.000
H 0.506 2.169 -0.558 -0.186 -1.004 0.840 -0.002
H -1.828 -1.943 1.326 -2.110 1.709 -1.093 -0.011
H -3.537 -1.104 0.946 3.062 -1.035 -0.027 -0.003
```
Positions in Å, forces in eV/Å.

=====

# 6
Density functional theory data (wB97M-V/def2-TZVPD) for C4H8N2S2 in the gas phase at a distorted geometry.

The energy relative to the best compared isomer or geometry (same formula, charge and spin) is 0.4743 eV. The calculation puts the maximum force at 1.71 eV/A. The SMILES is [H]/N=C1/C[C@H](S)CN1S. The value obtained for the LUMO energy is 0.646 eV.

```
16
Properties=species:S:1:pos:R:3:forces:R:3:mulliken_charge:R:1
H 2.403 1.705 0.418 -0.525 0.095 0.323 0.248
N 2.275 0.709 0.286 0.491 -0.583 -0.303 -0.675
C 1.107 0.249 0.217 -0.622 0.762 -0.593 0.375
C 0.764 -1.193 -0.107 0.409 0.090 -1.004 -0.550
C -0.717 -1.172 -0.528 0.217 0.919 0.628 -0.186
S -0.946 -0.922 -2.324 -0.047 -0.035 -0.021 -0.210
C -1.282 -0.018 0.326 -0.027 1.209 -1.212 -0.580
N -0.130 0.919 0.347 -0.092 -0.280 0.225 -0.112
S -0.262 2.490 0.956 -0.036 -0.663 0.287 -0.211
H 1.394 -1.585 -0.946 -0.297 0.232 1.134 0.302
H 0.956 -1.669 0.847 -0.118 -0.840 0.000 0.306
H -1.296 -2.057 -0.329 0.110 -0.597 0.057 0.371
H -0.241 0.210 -2.535 -0.038 -0.185 0.379 0.128
H -2.093 0.487 -0.237 0.226 -0.369 0.629 0.327
H -1.633 -0.291 1.338 0.295 -0.084 -0.324 0.339
H -0.298 2.138 2.271 0.054 0.327 -0.204 0.129
```
Positions in Å, forces in eV/Å.